{
  "formula": "C4H6N2",
  "method": "the ωB97M-V functional and the def2-TZVPD basis",
  "mol_weight_g_mol": 82.1,
  "spin_multiplicity": 1,
  "e_above_lowest_kj_mol": 314.4,
  "e_homo_ev": -7.227,
  "orbital_gap_ev": 8.0,
  "elements": ["N", "C", "C", "N", "C", "C", "H", "H", "H", "H", "H", "H"],
  "coordinates": [[-2.610425, 1.335736, -0.975344], [-1.723261, 0.980651, -0.325162], [-0.657398, 0.572313, 0.593763], [0.407964, -0.255539, -0.011361], [1.473558, -0.414121, 0.778770], [0.220024, -0.778267, -1.218486], [-0.178588, 1.475622, 0.981051], [-1.092154, 0.029016, 1.436224], [2.210877, -1.148104, 0.488255], [1.647876, 0.295991, 1.573568], [1.073853, -1.249747, -1.684913], [-0.772325, -0.843552, -1.636365]],
  "forces_ev_per_a": [[0.9, -0.4, 0.6], [-0.8, 0.3, -0.6], [0.0, 0.1, 0.1], [0.0, -0.1, -0.1], [0.1, 0.0, 0.0], [0.0, 0.0, 0.1], [-0.1, -0.1, 0.0], [0.0, 0.0, -0.1], [-0.1, 0.2, 0.0], [-0.1, -0.1, -0.1], [-0.2, 0.0, 0.1], [0.1, 0.2, 0.1]],
  "nbo_charge": [-0.280, 0.257, -0.321, -0.226, -0.395, -0.337, 0.256, 0.258, 0.198, 0.186, 0.198, 0.204]
}



{
  "formula": "C4H6N2",
  "method": "the ωB97M-V functional and the def2-TZVPD basis",
  "mol_weight_g_mol": 82.1,
  "spin_multiplicity": 1,
  "e_above_lowest_kj_mol": 124.3,
  "e_homo_ev": -10.318,
  "orbital_gap_ev": 11.3,
  "smiles": "N#CC1(N)CC1",
  "elements": ["N", "C", "C", "C", "C", "N", "H", "H", "H", "H", "H", "H"],
  "coordinates": [[0.445987, 1.052289, 1.057754], [0.257275, 0.082341, 0.012804], [-1.067169, 0.063622, -0.717701], [-0.775391, -0.973650, 0.316679], [1.434480, -0.210951, -0.795226], [2.398351, -0.305628, -1.430960], [1.024701, 0.651368, 1.790821], [0.934001, 1.869476, 0.705630], [-1.042388, -0.251701, -1.757052], [-1.757382, 0.866215, -0.483021], [-1.240935, -0.842303, 1.289143], [-0.611529, -2.001083, 0.011133]],
  "forces_ev_per_a": [[0.2, 0.1, 0.0], [0.0, -0.1, -0.1], [-0.1, 0.1, -0.1], [0.0, -0.2, 0.1], [0.8, -0.1, -0.5], [-0.9, -0.1, 0.6], [-0.1, 0.1, 0.0], [-0.1, 0.0, 0.0], [0.0, 0.1, 0.2], [0.1, -0.1, 0.0], [0.1, -0.1, -0.2], [0.1, 0.2, 0.0]],
  "nbo_charge": [-0.795, -0.025, -0.389, -0.393, 0.266, -0.328, 0.367, 0.370, 0.229, 0.234, 0.234, 0.230]
}



{
  "formula": "C4H6N2",
  "method": "the ωB97M-V functional and the def2-TZVPD basis",
  "mol_weight_g_mol": 82.1,
  "spin_multiplicity": 1,
  "e_above_lowest_kj_mol": 394.4,
  "e_homo_ev": -8.249,
  "orbital_gap_ev": 9.2,
  "elements": ["C", "C", "C", "C", "N", "N", "H", "H", "H", "H", "H", "H"],
  "coordinates": [[1.144970, 0.368217, 1.066809], [-0.432429, -0.964663, -0.764126], [0.772791, -1.655855, -0.089668], [-1.306111, 1.316924, -0.480022], [1.485409, -0.787458, 0.853505], [-0.430919, 0.207291, -0.256643], [1.437474, 1.200576, 1.649648], [0.442023, -2.539122, 0.463823], [1.496440, -1.996614, -0.836491], [-2.310099, 1.106142, -0.104328], [-1.379454, 1.550585, -1.545670], [-0.920096, 2.193977, 0.043165]],
  "forces_ev_per_a": [[-2.0, -3.1, -2.9], [1.3, 1.9, 1.8], [0.0, -0.4, -0.2], [-0.5, 0.5, -0.3], [0.6, 1.0, 0.8], [0.5, -0.4, 0.2], [0.2, 0.6, 0.4], [0.0, 0.0, -0.1], [-0.1, 0.0, 0.1], [0.1, 0.0, 0.0], [0.0, 0.0, 0.1], [-0.1, -0.1, -0.1]],
  "nbo_charge": [0.199, 0.103, -0.343, -0.415, -0.369, -0.464, 0.213, 0.233, 0.233, 0.207, 0.208, 0.195]
}



{
  "formula": "C4H6N2",
  "method": "the ωB97M-V functional and the def2-TZVPD basis",
  "mol_weight_g_mol": 82.1,
  "spin_multiplicity": 1,
  "e_above_lowest_kj_mol": 260.7,
  "e_homo_ev": -9.368,
  "orbital_gap_ev": 10.4,
  "smiles": "[H]/N=C/CN=C=C",
  "elements": ["N", "C", "C", "C", "C", "N", "H", "H", "H", "H", "H", "H"],
  "coordinates": [[0.049921, 1.720512, -0.440832], [0.917635, 0.958723, -0.860779], [1.608532, -0.106044, -1.202346], [-0.480910, -0.468102, 0.780344], [-0.921784, 0.895256, 0.295248], [-1.308094, -1.416078, 0.664801], [1.253236, -0.667970, -2.057642], [2.527950, -0.366157, -0.696907], [0.451975, -0.504270, 1.371930], [-1.803469, 0.751674, -0.338018], [-1.239908, 1.397395, 1.212970], [-1.055083, -2.194939, 1.271231]],
  "forces_ev_per_a": [[0.8, -0.6, -0.3], [-0.2, -0.3, 0.1], [0.2, 0.7, -0.3], [-0.2, 0.4, 0.3], [-0.6, -0.2, 0.4], [0.0, -0.1, 0.5], [0.3, 0.0, -0.1], [-0.1, 0.0, -0.1], [-0.3, -0.1, -0.2], [0.1, 0.1, 0.1], [0.0, 0.3, -0.2], [0.2, -0.2, -0.3]],
  "nbo_charge": [-0.417, 0.405, -0.628, 0.125, -0.300, -0.614, 0.247, 0.241, 0.160, 0.228, 0.216, 0.337]
}